92
Properties=species:S:1:pos:R:3:mulliken_spin:R:1 method="wB97M-V/def2-TZVPD" e_homo_ha="-0.279 / -0.284" energy_ha=-3868.228202 fmax_ev_per_a=1.310 charge=0 lumo_energy_ev="-0.98 / -1.30" gap_ev="6.62 / 6.42" multiplicity=5
H -1.02318 -3.59723 -4.34390 0.000
C -0.56568 1.25951 2.62791 0.035
Mn -0.02470 0.98422 -0.27025 3.732
C 2.09157 0.71596 -3.91239 0.000
C 1.08400 1.16557 4.34714 0.009
C 2.06617 1.02878 3.37677 -0.002
P -0.47246 -2.19925 0.31756 0.020
H -1.00143 0.84647 -5.29207 0.000
H -5.35042 4.02712 -1.92301 0.000
H 0.34448 -2.82667 3.16834 0.002
H -4.65304 -3.78786 3.82861 0.000
C 2.27053 -2.31366 0.43187 0.003
C 1.10655 -2.43809 1.19657 0.018
O 6.70597 0.39609 0.90901 0.001
C 3.52028 -2.41344 1.01719 0.001
C -3.46344 3.35465 -1.19474 0.015
H -1.39481 -1.19971 2.84964 0.004
C 1.22693 -2.68343 2.56054 0.000
H 1.36089 1.17970 5.39222 0.000
C -1.75532 -2.79937 1.45311 0.017
C -0.24171 -5.20341 -3.15981 0.000
C -3.62087 -4.23143 2.00415 0.000
H 4.41320 -2.31807 0.41393 -0.001
C 0.09769 -4.72674 -0.82908 -0.002
H 2.19417 -2.15046 -0.63886 -0.001
C -2.00594 -2.06913 2.61740 0.008
H -3.06964 4.35908 -1.21128 0.003
C 1.06807 4.02695 0.48596 0.043
H -4.25681 -5.06946 1.75443 0.000
C -2.58249 -3.87728 1.15159 -0.001
H 4.56931 0.77990 1.86257 0.000
H -1.20837 5.99803 1.34672 0.001
H 1.47033 5.03274 0.35075 0.001
C -1.66636 5.02640 1.15699 0.005
C 3.62726 -2.62340 2.38804 0.001
C -0.24584 1.28918 3.97556 -0.002
C 4.69847 0.68616 -0.24975 0.010
C 3.99530 0.81277 0.94731 0.001
H -4.99286 -0.15954 -1.14707 0.000
H 0.42902 -5.04508 0.15281 0.000
H -2.69329 0.17044 -0.41302 0.031
H 3.10955 0.93121 3.63618 -0.001
C 1.69377 0.82589 -2.59346 0.009
C 2.62924 0.81906 -1.43239 0.085
C 1.68139 1.02222 2.04850 -0.006
C -3.84457 -3.51110 3.16590 0.001
H -2.70549 5.19246 0.87729 0.000
N 1.98046 0.92197 -0.27096 -0.036
Si -0.70185 4.08325 -0.13265 0.028
C 2.48244 -2.76275 3.15536 0.000
C -3.26679 1.02077 -0.75688 0.005
H -3.21302 -1.85068 4.37161 0.000
C -0.77742 -3.03028 -2.28792 -0.002
N 0.38290 1.12698 1.70307 -0.159
C -2.66141 2.28747 -0.76581 -0.016
H 0.53708 -6.61400 -1.74177 0.000
H 3.13936 0.62694 -4.15546 0.000
H -1.03076 1.40727 4.70669 0.000
C -4.57477 0.83929 -1.17463 -0.011
H -0.00560 4.52346 -2.45377 -0.001
H -1.13897 -2.01712 -2.41817 0.013
C 4.00414 0.70204 -1.45833 -0.006
C -5.34998 1.90709 -1.60689 0.014
H -1.57391 1.02531 -2.86253 -0.022
C 2.62265 0.91933 0.89871 0.082
H 4.60407 -2.69080 2.84634 0.000
O 6.73809 0.39621 -1.35398 0.001
H 4.58849 0.60297 -2.36276 0.000
C -0.37836 -3.43052 -1.01913 0.015
N -1.32462 2.47817 -0.35548 0.056
C -0.59033 5.07841 -1.71566 0.004
H -2.42524 -4.44503 0.24440 0.000
C -0.71081 -3.91457 -3.35769 0.003
C 0.16315 -5.61056 -1.89312 0.001
C -4.77589 3.16733 -1.60327 -0.009
H 2.56166 -2.95056 4.21718 0.000
H 1.72162 3.35972 -0.07461 -0.010
N -0.72937 -0.77292 -0.18773 0.099
H 1.40277 0.63941 -5.93917 0.000
C -3.03464 -2.42415 3.47196 0.000
H -0.18475 -5.89248 -3.99144 0.000
H -1.54106 5.33216 -2.17847 0.000
H 1.15162 3.78592 1.54610 0.001
C -0.21830 0.83631 -4.54922 0.004
H -1.57954 1.33982 2.25503 0.000
N 0.38947 0.93195 -2.26594 -0.117
H -1.66350 4.46879 2.09638 -0.001
H -0.05958 6.01059 -1.51272 0.000
C -0.55079 0.93838 -3.20717 0.018
H -6.37050 1.76115 -1.93044 0.001
C 1.11625 0.72293 -4.90021 0.006
C 6.23014 0.47827 -0.23036 0.001



94
Properties=species:S:1:pos:R:3:mulliken_spin:R:1 method="wB97M-V/def2-TZVPD" e_homo_ha="-0.229 / -0.271" energy_ha=-9280.201509 fmax_ev_per_a=0.998 charge=0 lumo_energy_ev="-0.21 / -0.76" gap_ev="6.01 / 6.63" multiplicity=3
C 1.04215 -0.90106 -5.63754 0.000
H 2.61020 1.90011 6.36615 0.000
H -1.68314 0.93483 2.99929 -0.004
N 0.71918 -2.10975 -4.90500 -0.001
H -0.89839 -2.85617 -6.11209 0.000
C 3.75499 3.08746 -1.52588 0.000
H -0.47018 -1.81048 -2.05468 -0.014
C 0.49243 2.66584 3.83914 -0.001
C -0.28743 -2.99206 -5.23817 -0.001
C 2.54487 1.35927 -0.37601 0.003
H 2.93263 5.06357 -1.38949 0.000
C 0.69456 3.26612 -4.17614 0.029
H 1.63600 -2.12111 -0.13089 0.008
C -5.74164 -0.36544 1.02785 0.105
C -0.56117 3.82507 -4.02289 -0.008
C -1.19709 1.98608 -2.58207 -0.096
H 3.92996 -2.98435 -0.01930 0.000
H -2.46670 3.64645 -3.08547 0.002
V -1.61574 -0.08090 -0.41616 1.257
H 3.60911 0.51061 4.57831 0.000
C 3.38966 -2.78750 0.89879 0.000
C 1.77061 3.64002 -0.28520 0.006
C 1.05596 2.67322 5.10770 0.001
C 1.02823 2.08501 -3.53399 -0.017
C 1.99885 -2.19458 3.23869 -0.001
H -0.57856 -3.09135 3.97903 0.000
N 0.70524 -3.65394 -3.39797 -0.001
C 2.83078 4.02779 -1.09061 -0.001
C -1.39230 -1.23163 -2.12161 -0.086
H 2.01241 1.64900 -3.64186 -0.001
H -6.28930 -0.86740 1.81166 0.006
H -0.80751 4.76067 -4.50562 0.000
C 3.61067 1.75289 -1.17152 0.000
H 0.76867 -1.04130 -6.68111 0.000
C 2.17241 1.89536 5.37574 0.000
C 1.32272 -2.50121 -3.75741 0.003
S -1.50985 -2.35131 0.64105 -0.011
H -6.14632 1.65881 -1.66409 0.000
P -0.23310 -1.24997 1.74321 -0.007
C 1.38412 -2.02774 2.00268 -0.001
H -2.23402 -1.93106 -2.07948 0.006
C 1.63091 2.30489 0.08013 -0.013
C -4.37856 -0.49206 0.95400 -0.001
C -6.40047 0.41845 0.06246 0.029
C -2.39375 -0.87076 5.77448 0.000
H -3.83005 -1.10029 1.66137 0.015
H -1.78353 -2.90217 6.11844 0.000
C -0.12829 0.16260 0.80358 -0.067
C 3.99181 -2.97892 2.13718 -0.001
C 1.04727 1.88345 2.83556 -0.007
H 1.03416 4.36150 0.04813 -0.002
C -0.29646 -3.95572 -4.29703 0.000
C -5.67171 1.04439 -0.91075 0.050
H -2.88641 1.11922 5.14251 0.000
H 4.57738 3.39285 -2.16087 0.000
C -3.41803 1.52406 -1.85726 0.267
C 0.09121 1.46327 -2.73307 0.079
C -1.05878 -2.15754 4.24740 0.001
H 0.34682 -4.02812 -1.36606 0.001
C 2.09156 -2.31280 0.83539 0.002
H -2.92945 -0.79036 6.71194 0.000
C -1.00124 -1.06817 3.37728 -0.002
C 2.73478 1.11572 4.37266 -0.001
H -0.92281 -4.82248 -4.18744 0.000
C -1.74593 -2.05555 5.44485 -0.001
H -3.83491 2.15473 -2.63104 0.039
P 0.27671 1.80919 1.18158 0.030
H 2.11019 -0.71367 -5.55590 0.000
H 0.62237 3.28347 5.88984 0.000
H -7.47689 0.52612 0.09481 0.002
H 0.37329 0.55086 -2.22067 0.006
C 3.29932 -2.67906 3.30090 0.000
C -1.67663 0.10429 3.69604 0.000
C -2.36689 0.20145 4.89698 0.003
H 1.48404 -1.92552 4.15139 0.000
Br 1.99253 4.14012 -5.24759 0.002
H 4.31368 1.01302 -1.53413 0.000
H -0.38335 3.26412 3.61635 0.003
H 0.50467 -0.04675 -5.22501 0.000
H 0.76272 -5.44752 -2.35439 0.000
H 3.77529 -2.80915 4.26479 0.000
N -3.64232 0.11552 0.00851 0.126
H 5.00856 -3.34669 2.19608 0.000
H 2.40318 0.31010 -0.14006 0.009
C 2.17737 1.11267 3.10438 0.000
C -4.27043 0.89916 -0.92524 0.088
H 2.62074 0.50827 2.32151 0.001
H -1.43176 -0.67385 -3.05602 0.012
S -1.31911 2.94639 1.02043 0.012
Se 2.68689 -1.63406 -2.88550 0.000
C 0.97355 -4.39388 -2.18095 -0.002
C -1.50044 3.18285 -3.23090 0.076
N -2.10686 1.31950 -1.74031 0.070
H 2.02013 -4.26507 -1.91779 0.000



95
Properties=species:S:1:pos:R:3:mulliken_spin:R:1 method="wB97M-V/def2-TZVPD" e_homo_ha="-0.567 / -0.568" energy_ha=-5553.172968 fmax_ev_per_a=1.129 charge=+3 lumo_energy_ev="-9.23 / -9.06" gap_ev="6.20 / 6.41" multiplicity=2
H 0.06793 6.37472 -1.35419 0.000
C 1.00212 3.41720 5.34656 0.000
H -0.93025 -5.66899 4.71592 0.000
O -1.05454 0.67840 1.82750 -0.066
C -0.21534 -3.74622 4.09321 0.005
C -3.45885 0.59180 1.71131 0.013
H -2.77353 2.32201 2.80419 0.001
C -0.74234 2.35268 -1.06775 0.015
C -4.56516 -0.16963 1.32264 0.006
C 0.14144 -2.95036 3.01902 0.021
N 2.88164 1.41438 4.09102 -0.003
C 2.34513 4.01393 -1.10272 0.001
H -2.19208 -2.92528 -0.39052 0.003
H -5.04577 2.99590 3.50031 0.000
C 4.19744 -1.33500 -0.93315 0.000
C 4.56007 -3.46837 0.14687 0.002
H 0.56460 5.54958 -2.85264 0.000
H 1.75458 3.84190 4.69281 0.000
H 3.44915 1.88634 -4.14033 0.000
H 1.04263 2.03209 -3.53740 0.001
H 0.48577 -1.93774 3.18872 -0.019
C -0.38138 -4.76886 1.50293 0.003
H -0.18464 1.29316 3.18696 0.010
C 0.67614 4.05395 6.53642 0.000
H 1.20850 4.94942 6.82541 0.000
C -0.26216 5.73737 -2.17286 0.000
C -1.57872 -3.20146 -1.23468 0.002
C -5.99216 1.34455 2.50512 0.010
C -0.65068 -5.04846 3.87518 0.000
C 0.30736 2.27104 4.98836 0.001
C 0.60071 -3.42152 -2.27164 -0.001
O -1.89505 -0.62027 0.35123 -0.015
H -3.36620 5.39260 -2.41091 0.000
H 2.02396 4.61077 -0.25808 0.000
H -4.03122 4.70066 -0.93250 0.000
N 0.02862 3.37130 -1.50528 -0.002
C 1.79511 2.54105 -2.94760 0.003
H 5.12678 3.12655 -2.81322 0.000
C -2.16686 -3.69831 -2.38385 0.000
C -1.04825 2.42689 6.95107 0.000
C 1.79161 1.17760 3.38178 -0.003
H -0.44920 -5.16855 0.49914 0.000
C 1.41601 3.31588 -1.85900 -0.005
H -1.84872 2.04756 7.57108 0.000
N 0.60689 1.57287 3.76351 0.000
S 2.11678 0.21270 1.90996 -0.039
H -0.58025 4.04969 8.27145 0.000
H 4.58266 -0.47573 -1.46869 0.000
Br -7.70700 1.86149 3.03720 0.002
C 4.08250 3.16576 -2.53426 0.000
C -0.72754 1.77661 5.76967 0.000
H 0.60797 -4.20331 -4.26507 0.000
H 4.42015 4.49695 -0.88454 0.000
C -4.89584 2.11360 2.89437 -0.004
H -2.90232 2.24118 -0.61443 0.000
C 2.85642 -1.44159 -0.62966 0.012
H 2.33691 0.46344 -1.22476 0.002
C -3.62952 1.73190 2.50405 0.008
C -0.18755 -3.06478 -1.17443 -0.002
H -1.26840 0.88995 5.46136 0.000
H -3.24063 -3.81747 -2.43011 0.000
C 0.06141 -3.46265 1.72119 -0.062
N 1.87636 -0.42261 -1.01050 -0.026
H -6.69455 -0.38674 1.44559 0.000
O -0.19786 1.17438 -0.89923 0.026
C -3.13723 5.12945 -1.37700 0.001
H 6.10540 -2.29113 -0.75547 0.000
H -1.06199 6.22656 -2.72117 0.000
H 1.68090 -3.35268 -2.22627 0.000
H 3.76755 1.02674 3.80605 0.000
N -0.77263 4.46676 -1.67063 0.002
H 1.40873 -0.70159 -1.87753 0.008
H 2.81640 1.84529 5.00515 0.000
H 2.82253 -4.42245 0.98716 0.000
H -1.06857 -6.57310 2.42486 0.000
C -0.73172 -5.55851 2.58729 0.001
C -2.13747 0.19380 1.27670 0.034
C -1.38017 -4.05358 -3.47421 -0.002
H -4.42384 -1.05145 0.71246 0.001
C -2.04374 2.81027 -0.92406 0.008
C 3.20654 -3.56566 0.44826 -0.004
C -0.33872 3.55544 7.34091 0.000
C -2.02395 4.14562 -1.31710 0.001
C -5.83185 0.20042 1.72624 -0.004
P 0.58325 -2.47477 0.33212 0.073
Re 0.31475 -0.07050 0.51885 0.999
C 5.04958 -2.36119 -0.53212 -0.001
H -1.84500 -4.45223 -4.36585 0.000
C 3.14041 2.46412 -3.27938 0.000
H -0.15318 -3.35862 5.10074 0.000
H -2.88602 6.04543 -0.84219 0.000
C 3.68648 3.94109 -1.45193 0.000
H 5.23393 -4.25976 0.44444 0.000
C 2.35598 -2.53969 0.06058 -0.012
C -0.00172 -3.91318 -3.42049 0.001



Q: Look up the charge of the third one.
A: +3



Q: Among the records above, which one has the highest charge?
A: C43H40BrN5O3PReS